{
  "formula": "C27H23F3N4PtS2",
  "method": "wB97M-V/def2-TZVPD",
  "species": ["Pt", "S", "C", "C", "C", "C", "C", "N", "H", "H", "H", "H", "F", "C", "F", "F", "C", "C", "C", "C", "N", "C", "S", "H", "H", "H", "N", "C", "C", "C", "C", "C", "C", "C", "H", "H", "H", "H", "C", "N", "C", "C", "C", "C", "C", "C", "C", "C", "H", "H", "H", "H", "H", "H", "H", "H", "H", "H", "H", "H"],
  "coordinates": [[0.453723, 0.436182, -1.070497], [0.759723, 2.763682, -2.138197], [-0.867177, 3.108282, -1.673797], [-1.459277, 4.364482, -1.837197], [-2.782777, 4.510782, -1.481497], [-3.485177, 3.412282, -0.990897], [-2.815177, 2.210882, -0.851697], [-1.537777, 2.069782, -1.163397], [-0.875777, 5.180382, -2.234297], [-3.272577, 5.465182, -1.597697], [-4.525577, 3.490682, -0.722897], [-3.315277, 1.321482, -0.492697], [5.822423, -3.245818, -0.697497], [4.723823, -3.038018, -1.451497], [5.050123, -3.447818, -2.695797], [3.803823, -3.890718, -0.997197], [4.318323, -1.591018, -1.441297], [5.317023, -0.632218, -1.382197], [4.975823, 0.713882, -1.427597], [3.640523, 1.047282, -1.551597], [2.682023, 0.138782, -1.597797], [2.973523, -1.176218, -1.539797], [1.604323, -2.195618, -1.577997], [6.349423, -0.937418, -1.310797], [5.726523, 1.483082, -1.376297], [3.318823, 2.076882, -1.628997], [1.070723, 0.950382, 6.297603], [1.095823, 0.975582, 5.151103], [1.104723, 0.984382, 3.740303], [1.789223, -0.011318, 3.043003], [1.740423, -0.035218, 1.663003], [1.019423, 0.922182, 0.943603], [0.399923, 1.951082, 1.655103], [0.428623, 1.981182, 3.037803], [2.343223, -0.759718, 3.591403], [2.276123, -0.827718, 1.154103], [-0.109177, 2.751582, 1.132903], [-0.079477, 2.764682, 3.582203], [-2.372977, -2.446818, 2.760603], [-1.759777, -1.506818, 1.872703], [-2.289077, -0.176918, 1.886803], [-1.054077, -1.965718, 0.713503], [-1.739577, -1.733818, -0.620697], [-2.859377, -2.487918, -0.947897], [-3.447777, -2.370218, -2.192797], [-2.927777, -1.482318, -3.117297], [-1.824077, -0.709418, -2.788197], [-1.219277, -0.822418, -1.542497], [-2.629677, -1.939218, 3.690303], [-1.675177, -3.253118, 2.985703], [-3.289477, -2.886218, 2.344503], [-2.139077, 0.255882, 2.879203], [-3.365177, -0.155118, 1.667003], [-1.764177, 0.434282, 1.154503], [-0.845577, -3.030418, 0.832403], [-0.089377, -1.428518, 0.661403], [-3.257077, -3.188318, -0.226797], [-4.301077, -2.981518, -2.447197], [-3.373777, -1.394218, -4.097997], [-1.439577, -0.017318, -3.528297]],
  "atomic_forces_ev_per_a": [[0.082, 1.373, -0.031], [0.415, -0.990, 0.093], [-0.495, 0.078, 0.130], [0.102, -0.214, 0.044], [-0.053, -0.213, 0.054], [0.054, 0.104, -0.034], [-0.339, 0.074, 0.083], [0.457, 0.216, -0.105], [0.007, 0.077, -0.043], [-0.060, 0.106, 0.001], [-0.120, -0.018, 0.025], [-0.049, -0.077, 0.085], [0.045, 0.239, 0.029], [0.558, -0.416, -0.104], [-0.125, 0.143, -0.040], [-0.366, 0.135, 0.063], [-0.303, 0.024, -0.003], [-0.365, 0.186, -0.037], [-0.035, -0.216, -0.092], [0.383, 0.336, 0.008], [-0.608, -0.956, 0.246], [1.041, 0.394, -0.013], [-0.539, -0.320, -0.079], [0.081, -0.042, 0.059], [0.077, 0.102, -0.030], [-0.020, 0.060, 0.137], [0.019, 0.020, 0.352], [-0.034, -0.014, 0.656], [0.060, -0.026, -0.990], [-0.074, 0.160, 0.179], [0.145, 0.116, -0.236], [-0.253, -0.297, -0.009], [0.121, 0.083, -0.207], [0.117, -0.032, 0.022], [0.005, -0.068, 0.012], [-0.066, -0.069, -0.097], [-0.133, -0.075, -0.071], [-0.015, 0.052, 0.017], [-0.061, -0.040, -0.257], [0.450, 0.012, 0.378], [-0.099, -0.140, 0.007], [0.134, 0.483, -0.220], [0.470, -0.019, 0.250], [-0.092, 0.059, -0.191], [-0.188, -0.117, 0.066], [0.084, 0.080, -0.052], [0.065, 0.189, -0.219], [0.089, -0.245, -0.084], [-0.012, -0.063, 0.084], [-0.023, -0.093, 0.072], [-0.196, -0.108, 0.108], [-0.051, 0.177, -0.004], [-0.130, 0.125, -0.110], [-0.051, 0.046, 0.032], [0.089, 0.007, 0.034], [-0.114, -0.357, 0.004], [-0.009, -0.088, 0.094], [-0.094, -0.037, -0.021], [-0.019, 0.028, -0.062], [0.045, 0.064, 0.021]],
  "mulliken_charge": [1.412, -0.450, 0.541, -0.789, -0.239, -0.998, -0.161, 0.098, 0.458, 0.396, 0.410, 0.396, -0.277, 0.739, -0.255, -0.228, 0.019, -0.433, -1.022, 0.070, -0.513, 0.562, -0.109, 0.476, 0.443, 0.355, -0.536, -0.058, 0.486, -1.036, 0.141, 0.308, -0.209, -1.044, 0.479, 0.332, 0.319, 0.489, -1.052, 0.418, -0.958, -0.440, 1.375, -0.472, -0.668, -0.740, -0.587, -0.514, 0.358, 0.315, 0.307, 0.411, 0.312, 0.009, 0.690, -0.972, 0.390, 0.408, 0.426, 0.407],
  "s2": 6.02,
  "e_above_lowest_kcal_mol": 32.3,
  "homo_ev": [-7.6, -7.7],
  "homo_lumo_gap_ev": [7.44, 4.41],
  "multiplicity": 5
}

=====

{
  "formula": "C27H24Cl2N3OS2SbTi",
  "method": "wB97M-V/def2-TZVPD",
  "species": ["Ti", "N", "C", "S", "N", "N", "C", "C", "C", "C", "C", "C", "C", "O", "H", "H", "H", "H", "H", "H", "H", "Cl", "C", "Cl", "H", "H", "S", "Sb", "C", "C", "C", "C", "C", "C", "C", "C", "C", "C", "C", "C", "C", "C", "C", "C", "C", "C", "H", "H", "H", "H", "H", "H", "H", "H", "H", "H", "H", "H", "H", "H", "H"],
  "coordinates": [[1.879941, -0.913921, -1.268374], [5.284884, 0.507196, -0.386384], [4.291337, -0.412005, -0.351169], [4.151501, -1.514564, -1.715778], [3.504018, -0.450247, 0.687433], [2.382006, -1.211206, 0.489814], [1.813731, -1.899029, 1.441532], [0.701921, -2.747950, 1.151121], [0.165164, -3.559170, 2.164175], [-0.789211, -4.509769, 1.889896], [-1.239582, -4.680660, 0.580560], [-0.768371, -3.868796, -0.431387], [0.188931, -2.892057, -0.170185], [0.624627, -2.116288, -1.171967], [6.063524, 0.342589, -0.996728], [5.440321, 1.044908, 0.452087], [2.241581, -1.874359, 2.438689], [0.535516, -3.430835, 3.174220], [-1.178762, -5.134565, 2.681974], [-1.961885, -5.453381, 0.353398], [-1.123802, -3.975320, -1.448160], [1.271786, -1.150464, -3.782408], [2.606082, -0.288172, -4.601172], [3.194194, 1.005616, -3.555018], [2.225692, 0.143189, -5.518181], [3.411098, -0.993334, -4.772395], [1.196144, 1.264074, -1.047438], [-0.632200, 0.366671, 0.211265], [0.461635, 0.754456, 2.255645], [-0.151722, 0.208569, 3.374193], [0.415732, 0.377601, 4.632474], [1.615690, 1.062278, 4.762462], [2.237156, 1.594177, 3.642490], [1.658677, 1.446768, 2.384328], [-1.782319, -0.007292, -1.774518], [-2.725911, -1.020841, -1.829799], [-3.549445, -1.140704, -2.946347], [-3.425335, -0.244587, -3.997699], [-2.472904, 0.764970, -3.942919], [-1.650559, 0.884699, -2.827518], [-1.693412, 2.231790, 0.419875], [-2.968252, 2.224544, 0.977916], [-3.686858, 3.403413, 1.115237], [-3.138307, 4.603957, 0.690064], [-1.866601, 4.622160, 0.136419], [-1.147892, 3.441500, 0.006354], [-1.079291, -0.348388, 3.260063], [-0.071632, -0.028910, 5.511752], [2.065898, 1.183636, 5.740264], [3.179789, 2.120974, 3.743894], [2.143622, 1.869172, 1.516980], [-2.823472, -1.715695, -0.998624], [-4.295017, -1.927352, -2.989408], [-4.077449, -0.324393, -4.858941], [-2.376370, 1.467393, -4.764183], [-0.910613, 1.680022, -2.775846], [-3.402687, 1.285972, 1.306818], [-4.677226, 3.385583, 1.553822], [-3.700626, 5.523871, 0.790733], [-1.431047, 5.557122, -0.194587], [-0.153427, 3.465365, -0.420844]],
  "atomic_forces_ev_per_a": [[0.753, 2.897, -2.378], [-0.079, -0.013, 0.244], [0.223, -0.454, -0.095], [-0.019, -0.209, 0.072], [0.149, 0.536, 0.514], [0.267, -1.281, 1.957], [0.359, 0.278, 0.176], [-0.151, -0.154, -0.442], [0.068, 0.134, 0.034], [-0.081, -0.091, 0.038], [0.110, 0.113, 0.049], [0.006, 0.011, -0.222], [-0.348, -0.107, 0.839], [-1.072, -1.951, 0.198], [0.022, 0.000, -0.047], [-0.003, 0.004, -0.016], [0.011, 0.054, -0.004], [0.016, -0.005, -0.006], [0.014, 0.014, 0.008], [-0.046, 0.039, -0.002], [-0.007, 0.031, 0.011], [-0.119, -0.100, -0.720], [0.173, 0.231, 0.311], [0.107, 0.341, -0.677], [-0.081, -0.061, 0.001], [-0.040, -0.035, 0.019], [0.440, -0.201, -0.281], [-1.134, -0.061, 0.622], [0.151, -0.008, -0.789], [0.146, 0.097, -0.057], [-0.108, -0.086, 0.061], [0.043, 0.009, 0.105], [0.042, 0.067, -0.142], [-0.006, -0.005, 0.527], [0.543, 0.326, 0.392], [0.046, 0.127, -0.177], [-0.064, -0.129, 0.085], [-0.037, -0.018, -0.080], [0.126, 0.150, 0.001], [-0.311, -0.225, -0.169], [0.027, -0.181, 0.045], [0.047, -0.078, -0.024], [-0.066, -0.020, 0.037], [-0.002, 0.055, -0.005], [-0.011, -0.005, 0.009], [0.008, -0.043, 0.028], [-0.014, -0.040, 0.051], [0.003, -0.010, -0.007], [-0.007, -0.005, -0.001], [-0.021, 0.023, 0.035], [0.056, -0.011, -0.034], [-0.046, -0.007, 0.009], [-0.001, 0.010, -0.027], [0.013, -0.029, -0.004], [-0.045, -0.013, -0.009], [0.002, 0.005, -0.045], [-0.074, 0.040, 0.004], [0.003, -0.007, -0.008], [0.002, -0.004, 0.005], [-0.003, 0.000, 0.003], [0.021, 0.052, -0.023]],
  "mulliken_charge": [0.202, -0.421, 0.711, -0.431, -1.397, 1.158, -0.716, 0.834, -0.723, -0.778, -0.441, -0.840, 0.585, -0.035, 0.217, 0.241, 0.326, 0.406, 0.426, 0.419, 0.486, -0.085, -0.435, -0.051, 0.370, 0.365, -0.595, 0.857, 0.164, -0.312, -0.653, -0.485, -0.614, -0.261, 0.609, -0.475, -0.572, -0.490, -0.664, -0.539, 0.668, -0.573, -0.529, -0.479, -0.666, -0.254, 0.309, 0.399, 0.393, 0.390, 0.324, 0.372, 0.386, 0.371, 0.391, 0.337, 0.305, 0.402, 0.371, 0.410, 0.317],
  "e_above_lowest_kcal_mol": 28.2,
  "homo_ev": -5.8,
  "homo_lumo_gap_ev": 4.28
}

=====

{
  "formula": "C27H24ClN7O3TeZr",
  "method": "wB97M-V/def2-TZVPD",
  "species": ["Zr", "N", "C", "C", "C", "C", "C", "N", "C", "C", "C", "C", "C", "N", "H", "H", "H", "H", "H", "H", "H", "H", "H", "Cl", "C", "C", "O", "O", "H", "H", "N", "C", "N", "C", "N", "O", "N", "C", "C", "C", "C", "C", "H", "H", "H", "H", "H", "C", "Te", "C", "C", "C", "C", "C", "C", "C", "H", "H", "H", "H", "H", "H", "H", "H"],
  "coordinates": [[-0.379695, 0.703486, -0.566935], [-0.285188, 2.258908, 2.503095], [-1.098643, 2.943166, 1.626528], [-1.355301, 4.294947, 1.914084], [-2.215571, 4.993068, 1.109529], [-2.825982, 4.353017, 0.025253], [-2.501506, 3.046093, -0.204467], [-1.643817, 2.338158, 0.569218], [0.063860, 0.918117, 2.614556], [0.603684, 0.491462, 3.831706], [0.951373, -0.830525, 3.980053], [0.739375, -1.716251, 2.924205], [0.207643, -1.223295, 1.762017], [-0.108786, 0.084603, 1.589132], [0.028657, 2.816843, 3.279900], [-0.880754, 4.764028, 2.765493], [-2.422628, 6.033763, 1.321029], [-3.514506, 4.868070, -0.627179], [-2.914401, 2.511032, -1.050024], [0.726270, 1.195815, 4.643617], [1.365471, -1.178777, 4.916655], [0.985869, -2.765243, 2.996681], [-0.000418, -1.878240, 0.923777], [2.768286, 2.836103, -3.234264], [1.565486, 3.799341, -2.345911], [0.705963, 2.839858, -1.571474], [-0.383285, 2.418887, -2.057658], [1.102489, 2.390976, -0.450323], [0.966483, 4.348394, -3.065217], [2.092320, 4.465730, -1.669255], [3.621519, -1.362817, -4.631244], [2.526671, -1.005860, -4.554846], [1.265839, -0.579946, -4.502700], [0.653023, -0.498165, -3.413238], [0.003607, -0.409959, -2.426071], [-2.169746, -0.501258, -0.363451], [-3.277750, -0.338292, -1.092045], [-3.200412, -0.301639, -2.432620], [-4.351536, -0.139464, -3.176927], [-5.571924, -0.021594, -2.532914], [-5.616762, -0.074155, -1.146925], [-4.446668, -0.236843, -0.439205], [-2.202905, -0.410683, -2.835242], [-4.271852, -0.113381, -4.253793], [-6.481188, 0.104053, -3.104079], [-6.547405, 0.008041, -0.605230], [-4.367005, -0.294147, 0.635331], [2.422440, -2.577079, -1.218444], [2.735464, -0.523545, -0.746727], [3.695885, -1.234925, 1.016125], [3.369598, -2.704928, 1.108257], [3.693086, -3.430212, 2.253686], [3.383847, -4.775904, 2.346049], [2.750353, -5.413353, 1.284708], [2.440124, -4.701887, 0.139270], [2.745851, -3.344961, 0.040006], [3.069434, -2.850464, -2.051292], [1.386590, -2.715620, -1.524158], [3.334170, -0.682703, 1.883401], [4.766196, -1.059469, 0.919391], [4.191665, -2.932144, 3.077506], [3.638731, -5.331370, 3.238927], [2.508160, -6.465778, 1.348659], [1.960137, -5.201073, -0.693992]],
  "atomic_forces_ev_per_a": [[0.616, -0.149, -0.447], [0.170, 0.001, -0.058], [-0.231, 0.058, 0.115], [-0.027, -0.085, -0.001], [-0.031, 0.048, -0.020], [0.005, 0.008, 0.050], [-0.017, -0.074, 0.073], [0.245, 0.053, -0.054], [-0.096, -0.006, 0.083], [0.000, -0.037, -0.027], [0.006, 0.006, 0.019], [-0.005, -0.076, -0.058], [-0.166, 0.089, 0.112], [-0.080, -0.026, 0.197], [0.009, 0.018, -0.015], [-0.001, 0.001, 0.003], [-0.008, -0.002, -0.011], [-0.002, 0.010, 0.008], [0.033, 0.012, -0.027], [0.003, 0.005, -0.002], [0.004, -0.006, -0.004], [0.007, 0.002, 0.021], [0.010, 0.016, -0.022], [0.012, -0.068, -0.007], [-0.052, 0.099, 0.028], [-0.067, -0.034, 0.024], [-0.023, 0.098, 0.030], [0.006, 0.089, -0.028], [0.014, 0.008, 0.001], [0.009, 0.005, -0.022], [-0.007, -0.034, -0.005], [0.011, 0.024, 0.043], [-0.029, -0.026, -0.058], [-0.017, -0.020, 0.002], [0.033, 0.021, -0.024], [-0.164, 0.003, 0.127], [0.055, -0.089, 0.005], [-0.067, 0.011, 0.016], [0.065, -0.014, 0.040], [-0.071, 0.006, -0.046], [0.061, -0.007, 0.045], [-0.010, -0.002, -0.044], [-0.019, 0.006, -0.014], [-0.016, 0.002, -0.002], [0.002, -0.001, 0.004], [-0.009, 0.000, -0.013], [-0.019, 0.002, 0.004], [-0.004, -0.082, 0.051], [-0.169, 0.168, -0.164], [-0.013, -0.004, 0.091], [0.025, 0.006, -0.011], [0.008, 0.000, 0.002], [-0.009, -0.015, -0.008], [0.004, -0.001, 0.017], [-0.019, 0.010, -0.013], [0.010, -0.015, 0.002], [0.020, 0.007, 0.013], [0.004, -0.001, -0.032], [-0.004, -0.015, 0.012], [0.002, -0.011, 0.000], [0.000, 0.006, -0.004], [0.005, 0.004, 0.003], [0.000, -0.001, 0.002], [-0.001, 0.001, 0.001]],
  "mulliken_charge": [0.513, 0.082, 0.751, -0.878, -0.472, -0.915, -0.002, 0.172, 0.664, -0.857, -0.623, -0.894, -0.387, 0.339, 0.216, 0.415, 0.444, 0.454, 0.358, 0.424, 0.459, 0.512, 0.479, -0.134, -0.610, 1.099, -0.537, -0.592, 0.354, 0.328, -0.521, 0.490, -0.695, 0.865, -0.697, -0.556, 0.297, 0.277, -0.919, -0.230, -0.741, -0.125, 0.304, 0.455, 0.429, 0.439, 0.474, -1.184, 0.212, -1.152, 0.553, -0.743, -0.568, -0.568, -0.787, 0.604, 0.677, 0.508, 0.360, 0.605, 0.460, 0.409, 0.437, 0.469],
  "s2": 0.75,
  "e_above_lowest_kcal_mol": 18.4,
  "homo_ev": [-8.6, -10.6],
  "homo_lumo_gap_ev": [5.51, 7.51],
  "total_charge": 1,
  "multiplicity": 2
}